Density functional theory data (the ωB97M-V functional and the def2-TZVPD basis) for a structure of composition C24H27N3O5S in a non-equilibrium geometry.

Atoms and positions in Å:
C -3.1737 -4.4233 -0.7695
C -3.3391 -3.0683 -1.3656
N -3.7346 -2.7532 -2.6150
O -4.0208 -1.5419 -2.7666
C -3.7678 -1.0542 -1.7411
C -3.4543 -1.9127 -0.6078
S -2.8318 -1.6737 1.1267
O -2.1731 -2.7575 1.2938
O -3.7915 -0.9236 1.7067
N -1.5677 -0.4196 0.6008
C -0.5149 -0.6507 -0.1044
H -0.9209 -1.4311 -1.0030
C 0.5753 -1.7501 0.6612
H 0.0946 -2.3699 1.2230
H 1.4000 -1.8917 0.0430
C 0.9218 -0.6924 2.0613
C 1.9093 0.3002 1.4494
O 1.3858 1.4817 1.1120
N 3.3039 0.3053 1.2511
C 3.8126 -0.9757 1.8626
H 3.2842 -1.9116 1.2761
H 3.7766 -0.9864 2.9922
H 4.8508 -0.9171 1.4066
C 4.0197 1.2662 0.9405
C 4.6590 0.9462 -0.7938
C 3.8899 0.4333 -1.5955
C 4.3250 -0.2036 -2.7990
C 5.7219 0.0758 -3.0220
C 6.4629 0.2420 -1.8556
C 6.0666 0.6637 -0.6803
H 6.7175 1.0970 -0.0052
H 7.5800 0.2038 -2.2395
H 6.1136 -0.3796 -3.9164
H 3.6197 -0.4265 -3.6163
H 2.7058 0.4061 -1.4286
H 4.9208 1.6343 1.5241
H 3.5008 2.1209 0.4576
C -0.2536 -0.1069 2.9255
H -0.7590 -0.9222 3.1766
H -0.0732 0.7358 3.5058
C -1.1725 0.4377 1.8591
H -2.3143 0.8286 2.4658
H -0.9259 1.3790 1.2930
H 1.5173 -1.3919 2.6810
H -0.0986 0.0822 -0.6699
C -3.7711 0.4809 -1.5676
C -3.8978 1.1557 -0.3757
C -3.9621 2.5399 -0.3453
C -4.1408 3.6289 0.5966
C -4.3883 4.9074 0.2287
C -4.2060 4.7502 -1.2269
O -4.1099 3.4581 -1.5791
H -4.0886 5.4850 -2.0698
H -4.2634 5.6730 0.8283
H -4.0412 3.1784 1.8468
H -3.9142 0.8681 0.7501
H -4.0399 0.9631 -2.5891
H -3.0202 -5.0675 -1.6224
H -4.1005 -4.7234 -0.3742
H -2.3038 -4.4022 0.1989

Force components x, y, z for each atom (eV/Å):
3.160 0.382 0.725
-1.521 0.927 -0.033
1.332 -11.148 -1.404
-1.460 -0.169 -7.293
1.974 11.352 15.110
0.469 1.543 -1.804
-1.730 13.426 -13.682
7.642 -14.433 5.428
-4.287 2.179 5.284
-6.039 2.201 8.149
2.850 -10.518 -4.148
0.984 1.881 1.630
-0.544 9.988 -0.180
-2.782 -4.867 1.996
1.492 -0.799 -0.481
3.935 -1.922 -0.931
-2.159 8.591 -1.375
1.328 -4.749 1.121
-8.061 -10.942 5.693
1.425 -0.544 -3.025
1.253 2.299 1.986
0.048 -0.149 -1.418
-0.701 -0.921 1.308
6.124 8.598 -7.088
6.504 2.452 12.160
-9.263 -4.640 -6.824
1.921 3.205 -0.658
-4.163 -3.661 0.544
6.297 -0.232 -5.155
-3.648 1.598 -1.445
0.981 0.331 1.753
-1.661 -0.072 1.787
0.664 0.507 -0.215
0.474 -0.296 0.607
2.482 0.272 -0.042
-1.137 -0.853 -0.397
-0.333 -0.275 1.683
1.725 1.231 -6.860
-1.860 -3.285 2.786
0.852 0.736 1.784
-5.724 3.214 -1.311
3.285 -1.394 -1.852
0.508 -0.867 1.382
-0.365 0.345 -0.042
1.536 2.632 -0.914
-1.971 -1.573 -1.259
0.444 -0.728 0.025
-1.710 8.708 -0.549
0.819 -7.617 5.585
1.205 -3.643 -7.325
-0.558 -0.185 1.904
0.735 -0.828 0.688
-0.403 -0.931 1.107
0.077 3.966 2.443
-0.430 1.833 -3.851
0.201 -0.373 -2.576
0.886 -0.217 2.069
0.776 -0.762 0.190
-1.191 -0.276 0.869
-2.686 -0.530 -3.665

Results
- Energy relative to the best compared isomer or geometry (same formula, charge and spin): 26.001 eV
- Frontier orbital gap: 0.26665 hartree



Density functional theory data (the ωB97M-V functional and the def2-TZVPD basis) for a structure of composition C24H27N4O6SW in a non-equilibrium geometry.

Atoms and positions in Å:
W 0.1152 0.1345 -0.1416
O 0.5615 0.9914 1.6007
N 1.7786 1.0438 2.0824
N 2.6040 0.7750 1.1762
O 2.1239 0.4785 -0.0232
C 4.0291 0.8002 1.3850
C 4.5066 1.3007 2.5922
C 5.8780 1.3277 2.7708
C 6.7272 0.8756 1.7650
C 6.2166 0.3919 0.5668
C 4.8480 0.3490 0.3592
H 3.8414 1.6722 3.3578
H 6.2863 1.7173 3.6928
H 7.7978 0.9110 1.9147
H 6.8873 0.0559 -0.2113
H 4.4378 -0.0088 -0.5726
C 0.0596 -1.3670 7.3254
C -0.1309 -1.4656 5.8473
C -1.3953 -1.3132 5.2706
C -1.5857 -1.4435 3.9093
C -0.4774 -1.7002 3.1017
C 0.8009 -1.8713 3.6472
C 0.9560 -1.7495 5.0112
S -0.6539 -2.0488 1.4255
O 0.6566 -1.6286 0.7214
O -1.0705 -3.3659 1.1269
N -1.4451 -0.8741 0.5936
C -2.7382 -0.2375 0.8268
C -2.5585 1.2142 0.4264
O -3.2341 2.1454 0.5930
O -1.3041 1.3169 -0.2952
H -0.8268 -0.9805 7.8219
H 0.9073 -0.7261 7.5671
H 0.2749 -2.3572 7.7330
H -2.2494 -1.1106 5.9026
H -2.5927 -1.3898 3.5199
H 1.6547 -2.1051 3.0253
H 1.9378 -1.8873 5.4459
H -3.0738 -0.2866 1.8600
H -3.5061 -0.6818 0.1889
C 1.7495 -4.0053 -4.2131
N 1.3656 -3.7756 -2.7805
C 2.5207 -3.2527 -1.9908
C 0.1137 -2.9365 -2.6126
C 0.2766 -1.4901 -3.0018
C 0.1279 -1.0914 -4.3205
C 0.1987 0.2541 -4.7038
C 0.3963 1.2537 -3.7731
C 0.5299 0.8683 -2.4357
C 0.4481 -0.4671 -2.0478
H 2.6072 -4.6728 -4.2308
H 2.0158 -3.0504 -4.6567
H 0.9104 -4.4598 -4.7340
H 1.1254 -4.6921 -2.3958
H 2.8702 -2.3386 -2.4645
H 3.3101 -3.9999 -1.9975
H 2.1915 -3.0596 -0.9720
H -0.1753 -3.0376 -1.5666
H -0.6512 -3.4127 -3.2256
H -0.0837 -1.8283 -5.0865
H 0.0782 0.5090 -5.7485
H 0.4535 2.2943 -4.0595
H 0.6934 1.6920 -1.7059

Force components x, y, z for each atom (eV/Å):
-0.735 0.290 0.640
-0.030 -0.123 0.136
0.075 0.126 -0.183
0.001 0.013 0.082
0.077 -0.159 -0.161
-0.239 0.082 -0.084
0.165 -0.006 -0.005
-0.061 0.002 0.001
0.005 0.007 0.017
-0.046 -0.010 -0.030
0.142 0.014 0.049
-0.028 -0.002 -0.011
0.003 -0.003 0.000
0.002 0.001 -0.001
0.003 -0.002 -0.002
-0.022 0.000 0.002
-0.017 0.008 0.013
-0.012 0.000 -0.040
0.025 -0.007 -0.033
-0.141 -0.105 0.062
0.150 0.023 -0.002
0.063 0.107 0.033
-0.017 0.009 -0.019
-0.226 -0.224 -0.156
0.226 -0.151 -0.009
-0.089 0.077 -0.087
0.326 0.306 0.184
-0.166 -0.092 -0.102
0.227 0.130 -0.101
-0.061 -0.062 0.001
0.014 -0.206 0.056
0.000 -0.001 0.008
0.010 -0.004 0.002
0.003 0.001 0.013
-0.007 0.004 0.007
0.011 -0.016 -0.045
-0.014 -0.004 -0.032
0.005 -0.003 -0.003
0.051 0.031 0.002
-0.011 0.011 0.035
-0.020 0.015 0.082
-0.008 -0.014 -0.010
-0.043 -0.020 -0.016
0.024 -0.068 0.003
-0.121 0.265 -0.057
0.014 -0.071 0.016
-0.005 0.006 -0.028
0.003 -0.050 0.169
0.032 0.208 -0.207
0.314 -0.305 0.100
-0.008 -0.010 -0.023
0.014 -0.013 -0.021
0.010 0.005 -0.026
0.006 0.009 0.005
0.004 0.009 0.022
0.012 0.015 -0.004
0.023 -0.001 -0.001
0.013 0.014 -0.019
0.000 0.011 0.007
-0.001 -0.012 0.008
0.002 0.021 -0.004
0.003 0.004 -0.013
0.072 -0.077 -0.222

Results
- Energy relative to the best compared isomer or geometry (same formula, charge and spin): 0.181 eV
- Frontier orbital gap: 0.23400 hartree
- Net charge: +3



Density functional theory data (the ωB97M-V functional and the def2-TZVPD basis) for the molecule C24H27N5O3S in a non-equilibrium geometry.

Atoms and positions in Å:
C -7.4412 2.1988 -1.0951
C -7.2988 1.8418 0.3875
C -6.9473 0.3887 0.5725
C -7.9470 -0.5170 0.8971
C -7.6819 -1.8662 1.0496
C -6.3904 -2.3309 0.8764
C -5.3736 -1.4530 0.5509
C -5.6448 -0.0979 0.3934
N -4.6348 0.8129 0.0564
C -3.3326 0.5810 -0.1503
N -2.7103 -0.5336 -0.1028
N -1.3917 -0.3989 -0.3721
C -0.5270 -1.5103 -0.3649
O -0.9379 -2.6174 -0.1121
C 0.8454 -1.1360 -0.6860
C 1.8339 -2.1241 -0.7340
C 3.1361 -1.7921 -1.0196
C 3.4796 -0.4582 -1.2819
C 4.8920 -0.0591 -1.5806
O 5.1750 0.7898 -2.4026
N 5.8142 -0.7445 -0.8612
C 7.2021 -0.3449 -0.8540
C 7.5043 0.6549 0.2675
C 7.2241 0.0781 1.6604
O 5.8776 -0.2688 1.9114
C 4.9223 0.7854 1.9846
C 3.5855 0.1102 2.2811
C 5.2489 1.8205 3.0619
C 2.5115 0.5251 -1.2661
C 1.1861 0.2052 -0.9564
N 0.2547 1.2063 -0.9222
C -0.9475 0.8699 -0.6451
S -2.2845 1.9892 -0.5566
H -7.6883 3.2518 -1.2094
H -6.5248 1.9968 -1.6456
H -8.2364 1.6075 -1.5427
H -8.2505 2.0369 0.8849
H -6.5555 2.4905 0.8610
H -8.9549 -0.1522 1.0342
H -8.4795 -2.5476 1.3029
H -6.1675 -3.3801 0.9932
H -4.3669 -1.8087 0.4135
H -4.9224 1.7767 -0.0252
H 1.5408 -3.1444 -0.5371
H 3.8929 -2.5605 -1.0663
H 5.5075 -1.2344 -0.0319
H 7.4104 0.1143 -1.8232
H 7.8196 -1.2398 -0.7347
H 8.5578 0.9336 0.2215
H 6.9101 1.5561 0.1079
H 7.7655 -0.8659 1.7789
H 7.5915 0.7773 2.4223
H 4.8550 1.2924 1.0082
H 3.3872 -0.6722 1.5534
H 3.6115 -0.3377 3.2709
H 2.7813 0.8389 2.2365
H 6.1130 2.4225 2.7913
H 4.3991 2.4856 3.1861
H 5.4461 1.3211 4.0081
H 2.7673 1.5486 -1.4888

Force components x, y, z for each atom (eV/Å):
-0.029 0.121 0.181
0.004 -0.112 -0.240
-0.035 0.062 0.123
0.133 0.003 -0.014
-0.018 -0.140 0.005
-0.178 0.069 0.023
0.177 -0.011 -0.047
-0.326 -0.408 0.121
-0.553 0.590 0.039
1.422 0.662 -0.369
-0.946 -0.723 0.291
0.506 0.515 -0.178
-0.374 -0.215 0.117
0.082 0.000 -0.023
0.441 0.271 -0.136
-0.098 0.009 0.055
-0.047 -0.008 0.011
-0.358 0.167 -0.075
0.048 -0.309 0.092
-0.017 0.305 -0.102
0.003 -0.251 0.084
0.220 0.332 -0.032
-0.313 -0.388 0.104
0.343 0.197 -0.080
-0.149 -0.119 0.140
-0.398 0.132 0.116
0.404 0.109 -0.176
0.131 -0.260 -0.364
0.186 -0.205 -0.007
0.058 -0.707 0.111
-0.452 0.776 -0.038
0.475 0.020 -0.083
-0.368 -0.426 0.131
-0.014 0.095 -0.090
0.068 -0.024 -0.114
-0.034 -0.049 -0.073
0.108 0.029 0.079
-0.053 0.049 0.088
-0.096 0.071 0.023
-0.072 -0.064 0.026
0.039 -0.093 0.011
-0.004 -0.085 0.015
0.067 -0.187 0.014
-0.005 -0.087 0.003
0.056 -0.070 0.000
-0.130 0.124 -0.115
0.048 -0.158 0.100
0.015 0.061 -0.059
0.045 0.066 0.022
0.054 0.095 -0.036
0.069 0.122 0.025
-0.018 -0.102 -0.012
0.033 -0.073 0.095
-0.068 -0.076 -0.071
-0.014 -0.049 0.141
-0.119 0.076 0.007
0.078 0.100 0.044
-0.072 0.099 0.017
0.009 -0.045 0.114
0.035 0.117 -0.033

Results
- SMILES: CCc1ccccc1Nc1nn2c(=O)c3ccc(C(=O)NCCCOC(C)C)cc3nc2s1
- Energy relative to the best compared isomer or geometry (same formula, charge and spin): 0.322 eV
- Frontier orbital gap: 0.30860 hartree



Q: What is the formula in the second record?
A: C24H27N4O6SW